Below is a molecular structure, C14H13CeClF6O, with properties calculated with ωB97M-V/def2-TZVPD.

The HOMO energy (spin up / spin down) comes out at -4.201 / -4.660 eV. As for the expectation value of S²: 0.751. Its multiplicity is 2. Its charge is -1.

```
36
Properties=species:S:1:pos:R:3:mulliken_spin:R:1
C -0.4040 1.3541 -2.9570 -0.006
C -1.7940 1.0779 -2.7364 0.010
C -1.9302 -0.3305 -2.5102 -0.005
H -2.6036 1.8057 -2.7752 0.001
C -0.6286 -0.9237 -2.5950 -0.002
C 0.3154 0.1185 -2.8628 0.000
H 1.3900 -0.0055 -3.0147 0.000
H 0.0320 2.3231 -3.2044 0.000
H -2.8658 -0.8676 -2.3422 0.000
H -0.3989 -1.9878 -2.5174 0.001
Ce -0.7906 0.6056 -0.3838 0.992
Cl -0.5771 3.1115 -0.1479 -0.003
C -2.1003 -0.0679 2.3769 -0.003
C -1.8861 -1.3270 1.7442 -0.002
C -2.7523 -1.4038 0.6068 -0.005
H -1.2294 -2.1198 2.1019 0.000
C -3.4600 -0.1639 0.5095 0.004
C -3.0499 0.6648 1.6026 0.005
H -3.4357 1.6551 1.8313 0.001
H -1.6641 0.2487 3.3243 0.000
H -2.9195 -2.2897 -0.0151 0.001
H -4.2450 0.0695 -0.2149 0.001
C 3.0109 0.9814 0.1119 0.000
C 2.2477 -0.1065 0.8234 -0.003
O 0.9579 -0.3079 0.2955 0.011
C 3.1048 -1.4157 0.6505 0.000
F 4.4005 -1.2024 1.0413 0.000
F 2.6401 -2.4803 1.3325 0.000
F 3.1342 -1.7625 -0.6721 0.000
C 2.0522 0.1811 2.3492 0.000
F 3.2043 0.4830 2.9957 0.000
F 1.2047 1.2456 2.5158 0.000
F 1.4750 -0.8684 2.9820 0.000
H 3.2853 0.5936 -0.8774 0.000
H 3.9102 1.2511 0.6737 0.000
H 2.3698 1.8606 -0.0423 0.000
```

Below is a gas-phase ion, C13H18N (charge +1), with properties calculated with ωB97M-V/def2-TZVPD.

The HOMO energy (spin up / spin down) comes out at -10.588 / -11.796 eV. Its charge is +1.

```
32
Properties=species:S:1:pos:R:3:nbo_charge:R:1
C -4.4741 -0.2953 -0.0676 -0.165
C -3.7999 -0.1329 1.1246 -0.219
C -3.8365 0.0478 -1.2862 -0.189
C -2.5828 0.5371 1.2682 -0.172
C -2.5942 0.6459 -1.1396 -0.190
C -1.9467 1.0146 0.0510 -0.196
C 0.5295 1.9811 0.3863 -0.310
C -0.6273 1.3666 0.2282 0.173
C 1.8766 1.1926 0.5619 -0.039
C 0.7316 -1.0565 -0.0518 0.243
C 3.0689 1.9690 0.1247 -0.667
C -0.1048 -1.4910 -1.2458 -0.693
C 0.6859 -1.7465 1.3171 -0.710
N 1.7514 -0.0810 -0.3213 -0.597
H -5.3902 -0.9638 -0.1070 0.231
H -4.1977 -0.7445 1.9158 0.227
H -4.0900 -0.2960 -2.2020 0.222
H -2.2088 0.5831 2.3455 0.240
H -2.1505 0.7738 -2.1426 0.220
H 0.4832 2.9871 0.6137 0.244
H 1.8702 0.8944 1.5758 0.237
H 3.1012 2.4123 -0.8602 0.244
H 4.0636 1.4357 0.0961 0.233
H 3.1864 2.8056 0.7812 0.258
H 0.1420 -2.5344 -1.3766 0.245
H 0.2014 -1.0959 -2.2347 0.221
H -1.1382 -1.4131 -1.0650 0.258
H 1.7612 -1.9670 1.6698 0.239
H 0.0338 -2.6198 1.2499 0.257
H -0.0020 -1.2483 1.9601 0.252
H 1.3708 -0.0235 -1.3509 0.479
H 2.7360 -0.4138 -0.3304 0.425
```